Record 1
85
Properties=species:S:1:pos:R:3 method="wB97M-V/def2-TZVPD" orbital_gap_ev=6.64 total_charge=+2 lumo_ev=-6.9 e_above_lowest_kcal_mol=29.6 fmax_ev_per_a=2.36 e_homo_ev=-13.51
Ta -0.2620 0.5212 -0.5980
C -2.2267 2.2704 1.3665
P -0.5346 1.6924 1.7857
C 0.5760 3.0788 2.0197
C 1.9466 2.8098 2.0133
C 2.8560 3.8532 2.1121
C 2.3959 5.1628 2.2096
C 1.0329 5.4269 2.2215
C 0.1183 4.3849 2.1267
C -0.7287 0.8915 3.3895
C -1.6122 -0.1795 3.5417
C -1.8487 -0.6915 4.8082
C -1.1845 -0.1693 5.9118
C -0.2800 0.8715 5.7529
C -0.0487 1.4080 4.4929
C -2.9173 1.0455 0.8470
C -4.1626 0.5470 0.9945
C -4.2165 -0.7234 0.3001
C -3.0002 -0.9464 -0.2470
C -2.4191 -2.0580 -1.0613
P -0.6694 -2.1267 -0.5395
C 0.2079 -3.3525 -1.5010
C -0.3866 -4.5919 -1.7385
C 0.3088 -5.5592 -2.4463
C 1.5950 -5.2948 -2.9070
C 2.1918 -4.0646 -2.6606
C 1.4967 -3.0880 -1.9592
C -0.6246 -2.6951 1.1649
C -1.6352 -3.4647 1.7335
C -1.4666 -3.9723 3.0153
C -0.2945 -3.7166 3.7202
C 0.7081 -2.9363 3.1598
C 0.5413 -2.4196 1.8858
N -2.1578 0.1407 0.0719
H -2.7187 2.6659 2.2500
H -2.1582 3.0601 0.6141
H 2.3025 1.7873 1.9234
H 3.9221 3.6467 2.1127
H 3.1047 5.9809 2.2791
H 0.6781 6.4470 2.3087
H -0.9432 4.6012 2.1473
H -2.1223 -0.6105 2.6857
H -2.5513 -1.5072 4.9330
H -1.3696 -0.5794 6.8992
H 0.2398 1.2794 6.6116
H 0.6388 2.2363 4.3811
H -4.9751 1.0103 1.5423
H -5.0813 -1.3734 0.2199
H -2.9549 -2.9950 -0.9365
H -2.4171 -1.8252 -2.1293
H -1.3815 -4.8120 -1.3636
H -0.1491 -6.5233 -2.6353
H 2.1353 -6.0565 -3.4577
H 3.2013 -3.8695 -3.0084
H 1.9651 -2.1300 -1.7577
H -2.5468 -3.6880 1.1853
H -2.2495 -4.5780 3.4589
H -0.1623 -4.1284 4.7143
H 1.6199 -2.7399 3.7142
H 1.3341 -1.8257 1.4356
Cl 4.5173 0.5826 -0.1084
C 3.7337 0.4807 -1.6357
C 4.4770 0.6592 -2.8248
C 3.8679 0.5825 -4.0350
Cl 4.7928 0.7993 -5.4664
C 2.4683 0.3203 -4.1273
C 1.7354 0.2025 -5.3235
C 0.3903 -0.0534 -5.2769
C -0.2476 -0.1602 -4.0375
N 0.3989 -0.0529 -2.8881
C 1.7584 0.1667 -2.9324
C 2.4043 0.2448 -1.6904
O 1.5916 0.0934 -0.5968
H 5.5415 0.8508 -2.7571
H 2.2462 0.3082 -6.2737
H -0.1899 -0.1672 -6.1841
H -1.3131 -0.3473 -3.9855
C -1.5595 4.3933 -3.9357
O -0.4435 4.1602 -3.0118
C -0.4591 3.1295 -2.2338
S 0.7970 2.9006 -1.1336
S -1.7290 1.9975 -2.1859
H -1.3046 5.2955 -4.4727
H -2.4824 4.5314 -3.3777
H -1.6516 3.5543 -4.6196

***

Record 2
89
Properties=species:S:1:pos:R:3 method="wB97M-V/def2-TZVPD" orbital_gap_ev=6.90 total_charge=+1 lumo_ev=-3.2 e_above_lowest_kcal_mol=0.0 fmax_ev_per_a=0.64 e_homo_ev=-10.09
Mg 1.3802 -1.0672 -0.1767
Cl 4.1089 -1.5760 -0.0817
C 3.8999 -0.1120 0.9150
C 2.5905 0.2525 1.1349
C 2.4559 1.4007 1.8855
Cl 0.8234 1.9545 2.2831
C 3.5230 2.1391 2.3795
Cl 3.2743 3.5695 3.3174
C 4.8242 1.7108 2.1201
Cl 6.1709 2.5889 2.7312
C 5.0277 0.5528 1.3695
Cl 6.6149 -0.0162 1.0333
F 0.4619 5.1182 -2.6319
C -0.3140 4.4019 -1.7842
C -0.0998 3.0666 -1.6214
C -0.9269 2.3430 -0.7515
C -0.6127 0.9339 -0.4929
O 0.3740 0.4352 -1.0711
C -1.4725 0.2601 0.4260
C -2.4949 0.9646 0.9910
N -2.7469 2.2720 0.8003
C -3.8449 2.9188 1.4757
C -4.2065 2.5015 2.8634
C -3.5520 3.8338 2.6321
C -1.9580 2.9959 -0.0756
C -2.1509 4.3787 -0.2434
C -1.3257 5.0853 -1.0883
N -1.4306 6.4899 -1.2808
C -0.2728 7.2265 -0.7616
C -0.5714 8.7172 -0.7915
N -1.4265 8.9673 -2.0026
C -2.8097 8.3732 -1.7997
C -2.6826 7.1224 -0.9334
C -1.3292 -1.1722 0.9191
O -2.1986 -1.6067 1.6567
O -0.2601 -1.7931 0.6121
H 0.6984 2.5603 -2.1415
H -3.1551 0.4404 1.6676
H -4.6557 3.1947 0.8093
H -3.6099 1.7455 3.3493
H -5.2589 2.4725 3.1012
H -2.5173 3.9183 2.9277
H -4.1438 4.7315 2.7325
H -2.9135 4.8810 0.3254
H 0.5898 7.0084 -1.3934
H -0.0154 6.9350 0.2660
H 0.3343 9.3202 -0.8667
H -1.1640 9.0699 0.0537
H -0.9931 8.5221 -2.8174
H -1.4939 9.9681 -2.2020
H -3.1819 8.1375 -2.7964
H -3.4272 9.1526 -1.3517
H -3.5087 6.4597 -1.1901
H -2.7779 7.3577 0.1343
S 1.2217 -2.6053 -2.2186
Sb 0.8854 -4.5255 -1.0151
C -1.0148 -5.2786 -0.5971
C -1.8947 -4.6076 0.2452
C -3.1163 -5.1869 0.5526
C -3.4583 -6.4217 0.0229
C -2.5805 -7.0836 -0.8203
C -1.3556 -6.5153 -1.1354
C 1.9565 -4.5107 0.7905
C 1.3737 -4.0835 1.9796
C 2.1356 -4.0348 3.1377
C 3.4692 -4.4098 3.1130
C 4.0494 -4.8383 1.9290
C 3.2964 -4.8863 0.7673
C 1.8161 -6.0725 -2.0875
C 2.1298 -7.2802 -1.4754
C 2.7451 -8.2845 -2.2030
C 3.0412 -8.0861 -3.5445
C 2.7252 -6.8858 -4.1563
C 2.1143 -5.8744 -3.4286
H -1.6527 -3.6461 0.6705
H -3.7960 -4.6638 1.2098
H -4.4115 -6.8690 0.2662
H -2.8466 -8.0443 -1.2379
H -0.6807 -7.0431 -1.7984
H 0.3392 -3.7688 2.0057
H 1.6821 -3.6996 4.0607
H 4.0586 -4.3656 4.0175
H 5.0897 -5.1284 1.9075
H 3.7646 -5.2120 -0.1543
H 1.9009 -7.4464 -0.4290
H 2.9959 -9.2202 -1.7247
H 3.5234 -8.8694 -4.1112
H 2.9561 -6.7302 -5.2000
H 1.8889 -4.9284 -3.9041

***

Record 3
107
Properties=species:S:1:pos:R:3 method="wB97M-V/def2-TZVPD" orbital_gap_ev=5.38 total_charge=-1 lumo_ev=-0.8 fmax_ev_per_a=8.42 e_homo_ev=-6.18
C -9.5193 0.4101 0.8952
C -9.3130 -1.2339 0.8827
C -8.2980 -1.7753 -0.2847
I -8.3818 -4.0024 -0.1553
S -8.7944 -1.3577 -2.0385
O -9.1729 0.1203 -2.2897
O -10.0577 -2.2079 -2.4226
N -7.3913 -1.7349 -3.0552
S -6.1404 -0.5302 -2.8754
O -4.7495 -1.2724 -2.8099
O -6.2236 0.3192 -1.5847
C -6.1213 0.7226 -4.3168
C -5.6007 2.1393 -3.6764
O -4.3671 2.3309 -3.1592
H -10.5170 0.6453 0.2823
H -9.6530 0.8656 1.9640
H -8.6546 0.9317 0.2608
H -10.3494 -1.8254 0.9240
H -8.7894 -1.4873 1.9248
H -7.2015 -1.4972 0.0120
H -7.2324 0.7626 -4.7422
H -5.3699 0.2767 -5.1029
H -6.3386 3.0644 -3.6003
C 1.8945 3.5301 -2.7386
C 1.1226 3.9802 -3.7296
C -0.3610 3.8667 -3.6672
O -1.0450 4.3066 -4.5846
C -0.9534 3.2157 -2.4883
C -0.1811 2.7626 -1.4990
C 1.3003 2.9009 -1.5490
O 1.9826 2.4911 -0.6159
O -0.7310 2.1473 -0.3894
O 1.6740 4.5703 -4.8520
H 2.9740 3.6081 -2.7699
H -2.0317 3.1238 -2.4639
H 0.0315 1.9106 0.1824
H 0.9111 4.8123 -5.4210
C 4.1834 -1.1297 2.0096
C 3.3267 -0.1839 1.6192
C 2.5204 0.5851 2.6073
O 1.7554 1.4613 2.2198
C 2.6753 0.2517 4.0319
C 3.5295 -0.6965 4.4217
C 4.3555 -1.4460 3.4358
O 5.1454 -2.2992 3.8260
O 3.6780 -1.0168 5.7587
O 3.1575 0.1172 0.2803
H 4.7773 -1.6948 1.3023
H 2.0703 0.8059 4.7380
H 4.3531 -1.7296 5.7827
H 2.4869 0.8341 0.2568
C 5.2523 -7.2727 5.6115
C 5.2498 -5.9599 5.3723
C 5.1416 -4.9717 6.4812
O 5.1611 -3.7715 6.2320
C 5.0086 -5.4869 7.8528
C 5.0076 -6.7997 8.0915
C 5.1436 -7.7869 6.9854
O 5.1578 -8.9869 7.2379
O 4.8803 -7.2908 9.3779
O 5.3490 -5.4691 4.0834
H 5.3326 -8.0020 4.8153
H 4.9128 -4.7581 8.6475
H 4.9091 -8.2683 9.2880
H 5.3262 -4.4916 4.1739
C 5.3600 -9.4582 0.7250
C 5.1565 -9.5721 -0.5889
C 5.0374 -8.3705 -1.4604
O 4.8696 -8.5069 -2.6671
C 5.1231 -7.0466 -0.8243
C 5.3231 -6.9329 0.4902
C 5.4696 -8.1343 1.3569
O 5.6711 -7.9977 2.5589
O 5.4018 -5.6918 1.0949
O 5.0497 -10.8131 -1.1895
H 5.4506 -10.3232 1.3699
H 5.0170 -6.1817 -1.4665
H 5.5511 -5.8751 2.0481
H 4.9066 -10.6297 -2.1435
C 1.6747 7.3766 -8.3585
C 1.3756 8.0295 -9.4832
C -0.0283 8.4028 -9.8110
O -0.2700 9.0192 -10.8428
C -1.0853 8.0047 -8.8683
C -0.7864 7.3487 -7.7453
C 0.6202 7.0000 -7.4045
O 0.8656 6.4129 -6.3561
O -1.7752 6.9691 -6.8562
O 2.3611 8.3845 -10.3859
H 2.6910 7.1010 -8.1066
H -2.1032 8.2665 -9.1274
H -1.3064 6.5118 -6.1244
H 1.8930 8.8471 -11.1146
C -1.0828 3.7680 3.0099
C -1.9395 4.7138 2.6195
C -2.7458 5.4828 3.6076
O -3.5108 6.3589 3.2201
C -2.5909 5.1494 5.0322
C -1.7367 4.2012 5.4220
C -0.9107 3.4517 4.4361
O -0.1208 2.5985 4.8263
O -1.5882 3.8809 6.7590
O -2.1087 5.0148 1.2806
H -0.4889 3.2029 2.3026
H -3.1959 5.7036 5.7383
H -0.9131 3.1680 6.7830
H -2.7793 5.7318 1.2571